ORCA calculation (the ωB97M-V functional and the def2-TZVPD basis) on C9H11BClNO in the gas phase in a non-equilibrium geometry.

XYZ file:
```
24
Properties=species:S:1:pos:R:3:forces:R:3
B 1.7170 0.1501 -1.6651 -1.8 -0.4 2.2
C 0.0255 -0.7436 0.7290 2.2 -0.7 -2.2
C -1.1605 1.7955 0.5460 -1.2 3.9 -0.5
C 0.5044 0.2522 -0.1505 1.7 -0.9 -3.4
C -0.9120 -0.4037 1.6275 -0.6 2.0 1.8
C -0.1566 1.4560 -0.3602 0.4 -2.4 1.0
C -1.4388 0.9489 1.5617 -0.3 -2.1 1.1
C 0.9741 1.3422 -2.3958 0.7 -0.7 -2.7
C 1.9879 -1.3044 -2.2314 -1.4 -1.8 -0.8
C -1.2159 -1.3202 2.7522 -0.5 -3.0 1.2
N 0.1546 1.9746 -1.6507 -0.9 1.4 0.8
O -2.2732 1.2959 2.5928 -1.7 1.2 0.0
Cl 3.1767 1.2976 -1.3592 0.7 0.0 0.2
H 0.3804 -1.8396 0.6023 -0.3 2.1 0.6
H -1.7138 2.8516 0.6396 1.3 -2.3 -0.7
H 1.1441 1.6897 -3.4860 -0.2 -0.2 2.1
H 2.8756 -1.5444 -2.8434 -0.4 0.8 -0.1
H 1.0243 -1.6583 -2.8607 2.1 0.6 1.4
H 2.1430 -2.0540 -1.4056 -0.6 0.7 -0.5
H -2.3145 -1.2976 2.9588 0.8 -0.2 0.1
H -0.9212 -2.4207 2.3974 -0.8 2.2 0.8
H -0.6831 -1.2349 3.7910 -0.7 0.5 -2.1
H -0.1918 2.8746 -1.8996 -0.4 0.6 -0.3
H -2.9774 1.9908 2.3632 1.9 -1.5 0.1
```
Positions in Å, forces in eV/Å.

energy relative to the best compared isomer or geometry (same formula, charge and spin): 64.9 kcal per mole
HOMO: -8.207 eV
lowest unoccupied orbital energy: -0.010 eV
gap between HOMO and LUMO: 8.20 eV
net charge: 0

ORCA calculation (the ωB97M-V functional and the def2-TZVPD basis) on C9H11BN2O2 in the gas phase in a non-equilibrium geometry.

XYZ file:
```
25
Properties=species:S:1:pos:R:3:forces:R:3
C -0.5059 2.3003 0.2735 0.5 3.4 -1.6
C -0.3764 0.8597 -0.0280 0.6 0.2 0.5
C 0.6322 0.1821 0.6105 -1.4 -0.9 1.1
B 1.7983 0.7573 1.5269 -0.7 -0.8 -0.3
O 2.2671 1.9726 1.1766 0.2 0.5 -0.5
O 2.2288 -0.0731 2.5318 2.5 -0.1 0.5
C 0.3730 -1.2644 0.4574 -1.0 -2.2 -2.1
C 1.1762 -2.2266 -0.3252 1.2 0.5 1.8
N 0.7409 -2.9917 -1.2709 1.5 -0.9 0.8
N -0.4337 -2.6619 -1.7435 -1.3 0.8 -2.3
C -1.2137 -1.9743 -0.9884 0.2 -1.2 0.8
C -0.9323 -1.7634 0.3917 1.1 2.8 0.9
C -2.0952 -0.9024 -1.4678 0.7 2.0 -0.9
C -1.2317 0.5200 -1.2934 -2.2 -1.2 2.9
H -0.2379 3.0085 -0.6641 -1.5 -1.6 1.6
H 0.2422 2.7146 0.8921 1.2 -0.4 0.9
H -1.3777 2.6639 0.8690 -0.2 -0.7 -1.2
H 3.0237 2.3827 1.5780 0.4 0.0 0.5
H 3.1961 -0.0242 2.8466 -2.4 0.2 -0.7
H 2.1586 -2.4211 0.1137 0.1 0.0 -0.7
H -1.6964 -1.2895 0.9993 -0.1 0.0 0.1
H -2.4529 -1.0060 -2.5229 0.3 0.1 1.0
H -2.8820 -0.7593 -0.7586 -1.0 0.0 0.1
H -0.4544 0.6271 -1.9712 0.9 0.3 -2.2
H -1.9469 1.3692 -1.2330 0.3 -0.7 -1.0
```
Positions in Å, forces in eV/Å.

energy relative to the best compared isomer or geometry (same formula, charge and spin): 124.7 kcal per mole
HOMO: -8.498 eV
lowest unoccupied orbital energy: -0.041 eV
gap between HOMO and LUMO: 8.46 eV
net charge: 0

What did the first record say?
ORCA calculation (the ωB97M-V functional and the def2-TZVPD basis) on C9H11BClNO in the gas phase in a non-equilibrium geometry.

XYZ file:
```
24
Properties=species:S:1:pos:R:3:forces:R:3
B 1.7170 0.1501 -1.6651 -1.8 -0.4 2.2
C 0.0255 -0.7436 0.7290 2.2 -0.7 -2.2
C -1.1605 1.7955 0.5460 -1.2 3.9 -0.5
C 0.5044 0.2522 -0.1505 1.7 -0.9 -3.4
C -0.9120 -0.4037 1.6275 -0.6 2.0 1.8
C -0.1566 1.4560 -0.3602 0.4 -2.4 1.0
C -1.4388 0.9489 1.5617 -0.3 -2.1 1.1
C 0.9741 1.3422 -2.3958 0.7 -0.7 -2.7
C 1.9879 -1.3044 -2.2314 -1.4 -1.8 -0.8
C -1.2159 -1.3202 2.7522 -0.5 -3.0 1.2
N 0.1546 1.9746 -1.6507 -0.9 1.4 0.8
O -2.2732 1.2959 2.5928 -1.7 1.2 0.0
Cl 3.1767 1.2976 -1.3592 0.7 0.0 0.2
H 0.3804 -1.8396 0.6023 -0.3 2.1 0.6
H -1.7138 2.8516 0.6396 1.3 -2.3 -0.7
H 1.1441 1.6897 -3.4860 -0.2 -0.2 2.1
H 2.8756 -1.5444 -2.8434 -0.4 0.8 -0.1
H 1.0243 -1.6583 -2.8607 2.1 0.6 1.4
H 2.1430 -2.0540 -1.4056 -0.6 0.7 -0.5
H -2.3145 -1.2976 2.9588 0.8 -0.2 0.1
H -0.9212 -2.4207 2.3974 -0.8 2.2 0.8
H -0.6831 -1.2349 3.7910 -0.7 0.5 -2.1
H -0.1918 2.8746 -1.8996 -0.4 0.6 -0.3
H -2.9774 1.9908 2.3632 1.9 -1.5 0.1
```
Positions in Å, forces in eV/Å.

energy relative to the best compared isomer or geometry (same formula, charge and spin): 64.9 kcal per mole
HOMO: -8.207 eV
lowest unoccupied orbital energy: -0.010 eV
gap between HOMO and LUMO: 8.20 eV
net charge: 0

Number 1 is which compound?
C9H11BClNO

Repeat the first record exactly.
ORCA calculation (the ωB97M-V functional and the def2-TZVPD basis) on C9H11BClNO in the gas phase in a non-equilibrium geometry.

XYZ file:
```
24
Properties=species:S:1:pos:R:3:forces:R:3
B 1.7170 0.1501 -1.6651 -1.8 -0.4 2.2
C 0.0255 -0.7436 0.7290 2.2 -0.7 -2.2
C -1.1605 1.7955 0.5460 -1.2 3.9 -0.5
C 0.5044 0.2522 -0.1505 1.7 -0.9 -3.4
C -0.9120 -0.4037 1.6275 -0.6 2.0 1.8
C -0.1566 1.4560 -0.3602 0.4 -2.4 1.0
C -1.4388 0.9489 1.5617 -0.3 -2.1 1.1
C 0.9741 1.3422 -2.3958 0.7 -0.7 -2.7
C 1.9879 -1.3044 -2.2314 -1.4 -1.8 -0.8
C -1.2159 -1.3202 2.7522 -0.5 -3.0 1.2
N 0.1546 1.9746 -1.6507 -0.9 1.4 0.8
O -2.2732 1.2959 2.5928 -1.7 1.2 0.0
Cl 3.1767 1.2976 -1.3592 0.7 0.0 0.2
H 0.3804 -1.8396 0.6023 -0.3 2.1 0.6
H -1.7138 2.8516 0.6396 1.3 -2.3 -0.7
H 1.1441 1.6897 -3.4860 -0.2 -0.2 2.1
H 2.8756 -1.5444 -2.8434 -0.4 0.8 -0.1
H 1.0243 -1.6583 -2.8607 2.1 0.6 1.4
H 2.1430 -2.0540 -1.4056 -0.6 0.7 -0.5
H -2.3145 -1.2976 2.9588 0.8 -0.2 0.1
H -0.9212 -2.4207 2.3974 -0.8 2.2 0.8
H -0.6831 -1.2349 3.7910 -0.7 0.5 -2.1
H -0.1918 2.8746 -1.8996 -0.4 0.6 -0.3
H -2.9774 1.9908 2.3632 1.9 -1.5 0.1
```
Positions in Å, forces in eV/Å.

energy relative to the best compared isomer or geometry (same formula, charge and spin): 64.9 kcal per mole
HOMO: -8.207 eV
lowest unoccupied orbital energy: -0.010 eV
gap between HOMO and LUMO: 8.20 eV
net charge: 0

Copy entry 1 word for word.
ORCA calculation (the ωB97M-V functional and the def2-TZVPD basis) on C9H11BClNO in the gas phase in a non-equilibrium geometry.

XYZ file:
```
24
Properties=species:S:1:pos:R:3:forces:R:3
B 1.7170 0.1501 -1.6651 -1.8 -0.4 2.2
C 0.0255 -0.7436 0.7290 2.2 -0.7 -2.2
C -1.1605 1.7955 0.5460 -1.2 3.9 -0.5
C 0.5044 0.2522 -0.1505 1.7 -0.9 -3.4
C -0.9120 -0.4037 1.6275 -0.6 2.0 1.8
C -0.1566 1.4560 -0.3602 0.4 -2.4 1.0
C -1.4388 0.9489 1.5617 -0.3 -2.1 1.1
C 0.9741 1.3422 -2.3958 0.7 -0.7 -2.7
C 1.9879 -1.3044 -2.2314 -1.4 -1.8 -0.8
C -1.2159 -1.3202 2.7522 -0.5 -3.0 1.2
N 0.1546 1.9746 -1.6507 -0.9 1.4 0.8
O -2.2732 1.2959 2.5928 -1.7 1.2 0.0
Cl 3.1767 1.2976 -1.3592 0.7 0.0 0.2
H 0.3804 -1.8396 0.6023 -0.3 2.1 0.6
H -1.7138 2.8516 0.6396 1.3 -2.3 -0.7
H 1.1441 1.6897 -3.4860 -0.2 -0.2 2.1
H 2.8756 -1.5444 -2.8434 -0.4 0.8 -0.1
H 1.0243 -1.6583 -2.8607 2.1 0.6 1.4
H 2.1430 -2.0540 -1.4056 -0.6 0.7 -0.5
H -2.3145 -1.2976 2.9588 0.8 -0.2 0.1
H -0.9212 -2.4207 2.3974 -0.8 2.2 0.8
H -0.6831 -1.2349 3.7910 -0.7 0.5 -2.1
H -0.1918 2.8746 -1.8996 -0.4 0.6 -0.3
H -2.9774 1.9908 2.3632 1.9 -1.5 0.1
```
Positions in Å, forces in eV/Å.

energy relative to the best compared isomer or geometry (same formula, charge and spin): 64.9 kcal per mole
HOMO: -8.207 eV
lowest unoccupied orbital energy: -0.010 eV
gap between HOMO and LUMO: 8.20 eV
net charge: 0